No. 1
A structure of composition C26H52MgO18S4. Source: OMol25; level of theory: wB97M-V/def2-TZVPD.

Structure (ORCA input):
```
! wB97M-V def2-TZVPD RIJCOSX def2/J DEFGRID3
* xyz 0 1
Mg -0.27 2.29 0.22
O 0.15 0.53 1.18
C 0.28 -0.35 0.09
C 0.41 0.17 -1.39
O -0.12 1.43 -1.61
H -0.65 -0.98 0.00
H 1.01 -1.15 0.36
H -0.08 -0.53 -2.09
H 1.52 0.08 -1.53
C 5.23 -1.74 1.42
C 3.82 -2.31 1.31
C 3.55 -3.34 0.20
O 3.27 -4.55 0.88
C 3.20 -4.32 2.22
O 2.88 -5.13 3.03
O 3.64 -3.09 2.50
H 5.25 -1.09 2.30
H 5.43 -1.06 0.59
H 5.97 -2.51 1.63
H 3.10 -1.48 1.29
H 4.40 -3.38 -0.48
H 2.69 -3.05 -0.42
C -0.24 -2.99 3.45
C -0.39 -1.61 4.06
C -1.60 -0.79 3.58
O -2.41 -0.59 4.71
C -1.79 -1.07 5.81
O -2.26 -1.06 6.90
O -0.65 -1.70 5.47
H 0.62 -3.51 3.87
H -0.03 -2.81 2.39
H -1.17 -3.56 3.51
H 0.55 -1.13 3.79
H -2.07 -1.41 2.81
H -1.23 0.13 3.12
C 2.01 3.41 -3.53
C 1.54 2.16 -4.22
C 0.05 2.11 -4.54
O 0.01 2.16 -5.98
C 1.24 2.18 -6.49
O 1.49 2.27 -7.65
O 2.16 2.02 -5.51
H 3.04 3.40 -3.20
H 1.31 3.53 -2.69
H 1.91 4.36 -4.08
H 1.79 1.33 -3.55
H -0.44 3.01 -4.18
H -0.43 1.18 -4.24
C -3.65 0.02 -4.27
C -3.75 -1.40 -3.74
C -3.19 -1.52 -2.29
O -4.29 -2.04 -1.58
C -5.39 -2.17 -2.36
O -6.45 -2.54 -1.97
O -5.10 -1.83 -3.63
H -4.20 0.12 -5.21
H -2.62 0.31 -4.47
H -4.07 0.71 -3.54
H -3.32 -2.10 -4.46
H -2.95 -0.52 -1.93
H -2.28 -2.10 -2.45
C 0.66 2.33 4.24
S 0.14 3.77 3.29
O -0.33 3.22 1.98
C -1.31 4.09 4.31
H 1.44 1.77 3.71
H -0.15 1.59 4.17
H 0.84 2.51 5.30
H -2.12 3.42 3.97
H -1.74 5.07 4.10
H -1.12 3.94 5.36
C -4.63 1.02 0.24
S -3.43 1.91 1.20
O -2.20 2.08 0.35
C -4.23 3.50 1.30
H -5.09 1.54 -0.60
H -5.40 0.60 0.89
H -4.12 0.16 -0.20
H -4.37 4.04 0.36
H -3.72 4.14 2.01
H -5.26 3.38 1.65
C 0.04 -3.68 -1.88
S 0.50 -5.06 -0.78
O -0.77 -5.80 -0.51
C 1.35 -6.12 -1.96
H 0.86 -3.47 -2.58
H -0.01 -2.82 -1.22
H -0.76 -4.06 -2.50
H 0.60 -6.49 -2.66
H 1.65 -6.97 -1.34
H 2.24 -5.61 -2.32
C 3.80 2.29 1.03
S 2.91 3.29 -0.17
O 1.44 3.12 -0.07
C 3.37 4.93 0.41
H 3.53 1.23 1.02
H 3.61 2.57 2.07
H 4.89 2.28 0.98
H 2.49 5.57 0.33
H 4.12 5.31 -0.28
H 3.86 5.02 1.38
*
```

Results
LUMO level (eV): -0.41
Energy relative to the best compared isomer or geometry (same formula, charge and spin) (kcal per mole): 0.0
Frontier orbital gap (eV): 6.95
Electronic energy (eV): -113444.7537

=====

No. 2
A cluster of 7 separate species, C22H58O7 in total. Source: OMol25; level of theory: wB97M-V/def2-TZVPD.

Structure (ORCA input):
```
! wB97M-V def2-TZVPD RIJCOSX def2/J DEFGRID3
* xyz 0 1
C -0.68 -0.86 -5.30
C -1.37 -2.06 -4.69
O -1.33 -1.93 -3.29
C -2.26 -2.69 -2.57
C -3.73 -2.25 -2.71
H -1.29 0.04 -5.18
H 0.29 -0.62 -4.86
H -0.58 -0.94 -6.39
H -2.40 -2.05 -5.09
H -0.95 -3.02 -5.00
H -2.23 -3.78 -2.69
H -2.06 -2.57 -1.50
H -3.77 -1.18 -2.51
H -4.25 -2.74 -1.89
H -4.13 -2.45 -3.70
C -0.07 3.02 -4.07
C 1.33 2.93 -3.49
O 2.16 3.96 -4.04
C 1.79 5.29 -3.72
C 2.61 6.22 -4.61
H -0.61 3.91 -3.74
H -0.02 3.05 -5.16
H -0.75 2.21 -3.79
H 1.31 3.08 -2.41
H 1.83 2.00 -3.74
H 0.72 5.51 -3.87
H 1.93 5.49 -2.65
H 2.04 6.42 -5.52
H 3.54 5.74 -4.90
H 2.80 7.13 -4.04
C 0.11 -0.32 2.96
C 0.11 -0.90 4.37
O 1.41 -1.07 4.89
C 1.94 -2.36 4.63
C 1.64 -3.31 5.80
H 0.73 0.59 2.93
H 0.60 -1.05 2.31
H -0.85 0.00 2.57
H -0.48 -0.31 5.07
H -0.48 -1.83 4.38
H 1.73 -2.75 3.63
H 3.03 -2.26 4.63
H 2.24 -4.20 5.60
H 0.60 -3.61 5.86
H 1.95 -2.86 6.74
C 1.46 -4.08 0.42
C 2.36 -2.88 0.08
O 3.46 -2.89 0.93
C 4.17 -1.69 1.15
C 5.39 -1.96 2.02
H 1.05 -3.92 1.41
H 0.70 -4.11 -0.36
H 2.12 -4.94 0.47
H 2.63 -2.90 -0.99
H 1.75 -1.96 0.17
H 4.55 -1.39 0.15
H 3.52 -0.88 1.48
H 6.09 -2.66 1.57
H 4.98 -2.35 2.96
H 5.92 -1.03 2.23
C -1.07 4.87 1.81
C -2.45 4.67 2.44
O -2.59 5.38 3.66
H -0.34 4.29 2.39
H -0.85 5.93 1.74
H -1.12 4.52 0.78
H -2.70 3.62 2.61
H -3.16 5.03 1.70
H -2.03 4.94 4.31
C -0.25 1.48 0.01
C -0.71 0.23 -0.71
O 0.16 -0.08 -1.79
H 0.78 1.39 0.38
H -0.90 1.54 0.89
H -0.30 2.43 -0.51
H -1.73 0.42 -1.08
H -0.79 -0.59 0.02
H -0.31 -0.77 -2.30
C -2.80 -2.35 2.33
C -4.31 -2.53 2.36
O -4.93 -1.52 1.58
H -2.39 -2.47 1.32
H -2.31 -3.06 3.00
H -2.53 -1.38 2.76
H -4.68 -2.56 3.39
H -4.50 -3.49 1.87
H -5.50 -0.96 2.11
*
```

Results
LUMO level (eV): 0.43
SMILES: CCOCC.CCOCC.CCOCC.CCOCC.CCO.CCO.CCO
Frontier orbital gap (eV): 9.87
Electronic energy (eV): -38083.8843

=====

No. 3
A cluster of 2 separate species, C4H11NO3 in total. Source: OMol25; level of theory: wB97M-V/def2-TZVPD.

Structure (ORCA input):
```
! wB97M-V def2-TZVPD RIJCOSX def2/J DEFGRID3
* xyz 1 2
C 2.63 -1.01 1.10
C 1.49 -1.31 2.00
N 0.17 -1.10 1.60
C -0.31 -0.92 0.27
C -1.63 -0.13 0.21
O -2.75 -0.89 0.57
O 1.58 -1.81 3.10
H 2.45 -0.23 0.37
H 3.54 -0.74 1.63
H 2.86 -1.94 0.53
H -0.50 -1.30 2.34
H 0.46 -0.53 -0.38
H -0.51 -1.91 -0.17
H -1.75 0.17 -0.80
H -1.58 0.76 0.86
H -2.67 -1.23 1.46
H -1.94 4.92 -5.00
H -0.56 4.33 -4.52
O -1.00 4.88 -5.16
*
```

Results
LUMO level (spin up / spin down) (eV): -3.97 / -9.13
Energy relative to the best compared isomer or geometry (same formula, charge and spin) (kcal per mole): 38.2
Frontier orbital gap (spin up / spin down) (eV): 9.34 / 4.18
Electronic energy (eV): -11949.3868